## a
Entry from OMol25: C4H4NO as an isolated structure (wB97M-V/def2-TZVPD).

Structure (XYZ):
```
10
C4H4NO wB97M-V/def2-TZVPD
C -0.8730 0.1643 0.8440
C -1.0403 2.3270 -0.3166
C -2.0991 0.4442 0.2738
C 0.3569 0.2677 0.9344
N -2.1317 1.7129 -0.2512
O 0.0382 2.6761 -0.3218
H -0.2069 0.0862 -2.7760
H -0.0386 -0.0198 -3.5808
H -3.0092 -0.2705 0.3175
H 1.4315 0.2451 0.9884
```

Summary:
Total charge = +1
Highest occupied orbital energy = -16.90 eV
LUMO energy = -0.2819 Ha
HOMO-LUMO gap = 9.23 eV

## b
Entry from OMol25: C4H4NO as an isolated structure (wB97M-V/def2-TZVPD).

Structure (XYZ):
```
10
C4H4NO wB97M-V/def2-TZVPD
C -2.2234 1.0223 0.0055
C -1.7686 -0.9054 0.0062
C -1.0600 0.2875 0.0046
C 0.3725 0.5405 0.0084
N -3.4066 0.6205 -0.0083
O -3.2295 -0.6793 0.0021
H -1.4073 -1.9188 -0.0033
H 0.6323 1.2527 0.7942
H 0.6768 0.9624 -0.9527
H 0.9395 -0.3774 0.1602
```

Summary:
Total charge = +1
Highest occupied orbital energy = -16.57 eV
LUMO energy = -0.3360 Ha
HOMO-LUMO gap = 7.43 eV

## c
Entry from OMol25: a 2-piece molecular cluster, C4H4NO overall (wB97M-V/def2-TZVPD).

Structure (XYZ):
```
10
C4H4NO wB97M-V/def2-TZVPD
C 0.2565 0.2694 0.2934
C -2.1870 -2.4184 -1.3883
C -0.8045 -0.4558 0.4550
C 2.1040 1.8181 0.4081
N 1.2613 0.8995 0.2612
O -2.9652 -2.9331 -2.0234
H -1.6878 -0.3355 -0.0883
H -0.9407 -1.2079 1.1294
H 1.9974 2.6325 -0.2228
H 2.9661 1.7313 1.1756
```

Summary:
Total charge = +1
Highest occupied orbital energy = -15.75 eV
LUMO energy = -0.2314 Ha
HOMO-LUMO gap = 9.46 eV

Most stable = c

## a
Entry from OMol25: a 2-piece molecular cluster, CHBrClNO overall (wB97M-V/def2-TZVPD).

Structure (XYZ):
```
6
CHBrClNO wB97M-V/def2-TZVPD
C -1.7249 -0.2442 -0.2719
N 2.0049 0.0743 -0.3282
O -2.8230 -0.6341 -0.3173
Cl 1.2308 -1.2773 0.1905
Br -1.3407 1.4640 0.4816
H 2.6529 0.6173 0.2453
```

Summary:
Highest occupied orbital energy (alpha / beta) = -10.16 / -9.35 eV
LUMO energy (alpha / beta) = -0.0636 / -0.0399 Ha
HOMO-LUMO gap (alpha / beta) = 8.43 / 8.27 eV

## b
Entry from OMol25: one molecule with the formula CHBrClNO (wB97M-V/def2-TZVPD).

Structure (XYZ):
```
6
CHBrClNO wB97M-V/def2-TZVPD
C 0.7622 0.1837 1.8783
N 0.6435 -0.1682 0.5636
O 1.5829 -0.8139 0.0400
Cl -0.5512 1.0149 2.6014
Br 2.1296 -0.5441 2.8894
H -0.2337 0.0235 -0.3162
```

Summary:
SMILES = [O-]/[NH+]=C(/Cl)Br
Highest occupied orbital energy (alpha / beta) = -8.68 / -8.68 eV
LUMO energy (alpha / beta) = -0.0006 / -0.0006 Ha
HOMO-LUMO gap (alpha / beta) = 8.67 / 8.66 eV

Most stable = b

## a
Entry from OMol25: one molecule with the formula C2H3N3 (wB97M-V/def2-TZVPD).

Structure (XYZ):
```
8
C2H3N3 wB97M-V/def2-TZVPD
N -0.5246 0.7446 0.8242
N -1.2375 -0.1260 0.1327
C -0.3259 -0.7067 -0.6435
C 0.9244 -0.1427 -0.3532
N 0.7711 0.7797 0.5877
H -0.9354 1.3016 1.5562
H -0.5707 -1.4789 -1.3603
H 1.8987 -0.3717 -0.7438
```

Summary:
SMILES = c1cn[nH]n1
Highest occupied orbital energy = -10.26 eV
LUMO energy = 0.0450 Ha
HOMO-LUMO gap = 11.49 eV

## b
Entry from OMol25: one molecule with the formula C2H3N3 (wB97M-V/def2-TZVPD).

Structure (XYZ):
```
8
C2H3N3 wB97M-V/def2-TZVPD
N 1.1611 -0.0551 0.0191
N 0.5324 1.0839 0.2373
C -0.7546 0.7480 0.2112
C -0.8343 -0.6565 -0.0320
N 0.4160 -1.1115 -0.1051
H 2.1564 -0.1563 -0.0466
H -1.4725 1.5273 0.4550
H -1.2045 -1.3798 -0.7389
```

Summary:
SMILES = c1cn[nH]n1
Highest occupied orbital energy = -10.07 eV
LUMO energy = 0.0453 Ha
HOMO-LUMO gap = 11.30 eV

Most stable = a